No. 1
The following is a DFT calculation (wB97M-V/def2-TZVPD) of 2 unconnected molecules or ions with the total composition C6H12N.

Calculated values
HOMO energy (spin up / spin down) = -0.3558 / -0.5712 hartree
Net charge = +1
E_LUMO (spin up / spin down) = -2.734 / -6.461 eV
Relative energy (zero: lowest compared OMol25 entry of this formula, charge and spin) = 341.2 kJ/mol
HOMO-LUMO gap (spin up / spin down) = 6.9489 / 9.0811 eV
<S²> = 2.004
Spin multiplicity = 3

The geometry in XYZ format:
```
19
Properties=species:S:1:pos:R:3:forces:R:3
C -0.0220 2.0619 1.7512 2.7 -0.1 2.9
C -0.5817 1.4371 0.8109 -3.1 -1.5 -4.5
C -0.3664 -0.8907 1.7151 -0.4 -0.6 0.1
C -1.4577 -0.8438 0.6893 -0.8 -2.5 -1.7
C 0.7087 -0.2210 -2.5131 -6.6 4.0 -4.4
C 1.6096 -0.9520 -1.9201 7.8 -6.3 6.1
N -0.3052 -0.0072 0.5647 1.9 2.7 -0.6
H 0.5972 1.3594 2.3927 -0.3 1.9 -0.3
H -0.0878 3.1311 1.7872 0.0 0.2 0.8
H -0.5448 -0.3711 2.6289 0.0 0.1 0.5
H 0.3921 -1.6770 1.7414 -0.6 0.1 -0.2
H -1.5202 -1.6954 -0.0743 0.1 1.4 1.3
H -2.3830 -0.2475 0.7948 0.6 -0.6 0.4
H 0.8003 0.7975 -2.5687 -0.4 2.5 0.2
H -1.3670 1.8358 0.0854 1.5 -0.5 0.9
H -0.0042 -0.6847 -3.1458 -0.2 -0.1 -1.1
H 1.4101 -1.9962 -1.7014 -0.2 0.0 0.5
H 2.6028 -0.6539 -1.5258 -0.5 0.0 -1.2
H 0.5290 -0.1093 -0.0987 -1.4 -0.6 0.6
```
Positions in Å, forces in eV/Å.

No. 2
The following is a DFT calculation (wB97M-V/def2-TZVPD) of a single C3H4N4 molecule.

Calculated values
HOMO energy = -0.3646 hartree
Structure (SMILES) = C=Nn1ccnn1
E_LUMO = 0.140 eV
Relative energy (zero: lowest compared OMol25 entry of this formula, charge and spin) = 490.3 kJ/mol
HOMO-LUMO gap = 10.0609 eV
Spin multiplicity = 1

The geometry in XYZ format:
```
11
Properties=species:S:1:pos:R:3:forces:R:3
C -1.9974 -0.3194 0.7189 -4.3 0.7 3.4
N -1.0519 -0.8959 0.2186 -1.4 -4.6 0.1
N -0.1534 -0.1274 -0.2034 6.4 2.0 -2.8
C 1.1052 -0.6465 -0.5549 -2.2 -2.9 -1.1
C 1.8781 0.4682 -0.6277 1.7 2.7 1.3
N 1.1421 1.5415 -0.1334 -2.8 -0.7 -1.3
N -0.1557 1.1663 0.0138 4.1 1.0 0.2
H -2.6038 -0.9696 1.3316 -0.9 0.1 -0.4
H -2.0958 0.7547 0.8227 -0.1 -0.1 -0.2
H 0.9967 -1.8655 -0.7913 1.0 3.9 0.7
H 2.9358 0.8937 -0.7949 -1.6 -2.0 0.0
```
Positions in Å, forces in eV/Å.

No. 3
The following is a DFT calculation (wB97M-V/def2-TZVPD) of a molecular structure, CBr3NO.

Calculated values
HOMO energy = -0.3294 hartree
E_LUMO = -0.783 eV
Relative energy (zero: lowest compared OMol25 entry of this formula, charge and spin) = 0.0 kJ/mol
HOMO-LUMO gap = 8.1796 eV
Spin multiplicity = 1

The geometry in XYZ format:
```
6
Properties=species:S:1:pos:R:3:forces:R:3
C 0.0403 -0.5293 -0.1746 -0.2 1.7 1.3
N -0.8446 1.2681 0.1859 1.0 -0.7 0.1
O -0.0729 1.9818 0.6412 -1.0 -0.7 -0.5
Br 1.7684 -0.0109 0.4469 0.2 -0.7 -0.3
Br -0.1203 -0.8157 -2.0183 0.0 0.0 -0.3
Br -0.7709 -1.8940 0.9189 0.1 0.5 -0.3
```
Positions in Å, forces in eV/Å.

No. 4
The following is a DFT calculation (wB97M-V/def2-TZVPD) of a molecular structure, C27H35BrCeN4P2.

Calculated values
HOMO energy (spin up / spin down) = -0.4435 / -0.4443 hartree
Net charge = +2
E_LUMO (spin up / spin down) = -10.389 / -10.510 eV
Relative energy (zero: lowest compared OMol25 entry of this formula, charge and spin) = 0.0 kJ/mol
HOMO-LUMO gap (spin up / spin down) = 1.6786 / 1.5816 eV
Spin multiplicity = 1

The geometry in XYZ format:
```
70
Properties=species:S:1:pos:R:3:forces:R:3
Ce 0.5236 -2.6832 4.1842 -1.6 1.3 1.1
C -1.1633 1.9525 5.1844 -0.8 0.6 -0.8
C -1.4876 1.1479 4.1662 -0.6 0.0 0.6
C -0.9357 1.1700 2.7808 -0.5 -0.8 -0.1
C 0.1875 0.1308 2.6120 0.0 0.9 -1.2
C 1.3846 0.3342 3.4746 0.2 -0.3 0.7
C 1.7448 1.4403 4.1585 -0.1 -1.3 -0.1
C 1.0940 2.7735 4.1482 0.0 1.2 0.3
C -0.0760 2.9900 5.1527 0.4 -0.1 0.1
C 1.1497 -1.6255 6.0552 0.0 0.1 0.2
H -1.8671 2.0766 6.0184 0.5 -0.6 0.0
H -2.3113 0.4202 4.2473 0.2 0.6 0.4
H -0.6455 2.1645 2.4041 0.0 -0.6 0.2
H -1.7760 0.8440 2.1435 0.4 0.2 0.3
H -0.2751 -0.8995 2.7256 0.0 0.3 -0.1
H 0.4862 0.1872 1.5543 0.1 -0.5 0.0
H 2.0355 -0.5785 3.5249 0.2 0.7 0.1
H 2.5944 1.3812 4.8467 0.0 -0.2 -0.4
H 0.8021 3.1201 3.1500 0.2 -0.3 0.3
H 1.8697 3.4737 4.4904 -0.2 0.0 -0.3
H 0.3391 3.0355 6.1701 0.0 0.1 -0.2
H -0.4680 4.0003 4.9383 -0.1 -0.4 0.2
H 0.2825 -1.1383 6.5550 0.5 -0.4 -0.3
H 1.8281 -0.8464 5.6538 -0.1 -0.5 0.4
H 1.6489 -2.3833 6.6979 -0.2 0.3 -0.2
P 1.4379 -1.1487 -1.8597 1.7 0.4 -2.6
P -1.9083 -0.7359 -1.5881 -2.0 1.8 -1.9
N 2.8552 -0.1020 -1.9845 0.0 0.8 0.9
N 2.1102 -2.3869 -2.9406 -0.7 -1.0 0.5
N -2.0887 1.0164 -1.5544 1.4 0.6 0.9
N -3.5670 -1.0207 -2.1365 -0.2 -1.0 0.3
C 0.4168 -0.2669 -3.1568 -0.2 0.2 0.3
C -1.0503 -0.7559 -3.2276 0.4 -0.5 -0.2
C 3.4437 0.4693 -0.8456 0.4 0.1 -1.1
C 4.4917 1.2881 -1.2433 -0.4 -0.4 -0.6
C 4.5498 1.2461 -2.6784 -0.9 -0.7 0.6
C 3.5192 0.4116 -3.1034 0.4 0.3 0.9
C 2.2471 -3.7124 -2.5149 0.3 0.4 -0.9
C 2.7463 -4.4779 -3.5589 -0.1 0.8 -0.2
C 2.9203 -3.6007 -4.6806 -0.4 0.4 1.0
C 2.4997 -2.3392 -4.2788 0.1 -0.7 0.3
C -1.7001 1.6741 -0.3842 -0.6 0.9 -0.7
C -1.8254 3.0462 -0.5609 0.1 -0.9 -0.3
C -2.2157 3.2562 -1.9242 0.1 -1.2 0.0
C -2.3257 2.0017 -2.5170 0.1 0.6 0.7
C -4.4000 -0.3173 -3.0173 -0.5 -0.9 -0.1
C -5.4993 -1.1057 -3.3416 1.3 0.0 0.7
C -5.3501 -2.3463 -2.6312 0.7 0.5 0.0
C -4.1736 -2.2668 -1.9029 -0.5 0.5 -0.7
H 0.8876 -0.3757 -4.1546 -0.3 0.1 0.7
H 0.4707 0.8066 -2.8849 -0.2 -0.4 -0.1
H -1.5966 -0.1302 -3.9580 0.1 -0.5 0.4
H -1.0898 -1.8074 -3.5691 0.0 0.4 -0.1
H 3.0579 0.2373 0.1348 0.1 0.0 0.0
H 5.1447 1.8646 -0.6030 -0.1 -0.1 0.0
H 5.2505 1.7571 -3.3257 -0.1 -0.1 0.1
H 3.2067 0.1661 -4.1031 0.1 0.1 0.1
H 1.9668 -3.9759 -1.5107 0.0 -0.1 0.1
H 2.9682 -5.5340 -3.5418 0.0 0.1 0.1
H 3.3144 -3.8439 -5.6572 -0.1 0.0 0.1
H 2.4365 -1.4199 -4.8330 0.1 -0.2 -0.1
H -1.3429 1.0912 0.4456 -0.2 0.1 -0.2
H -1.6725 3.8131 0.1881 0.1 -0.1 -0.1
H -2.3934 4.2076 -2.4148 0.1 -0.3 0.1
H -2.5352 1.7574 -3.5468 -0.1 0.1 0.2
H -4.1909 0.6938 -3.3099 0.0 -0.1 0.0
H -6.2934 -0.8300 -4.0235 0.1 0.0 0.2
H -6.0226 -3.1910 -2.6927 0.1 0.1 0.2
H -3.7021 -2.9757 -1.2437 0.0 -0.1 0.0
Br -1.9631 -2.6252 5.1984 1.4 -0.3 -0.8
```
Positions in Å, forces in eV/Å.

No. 5
The following is a DFT calculation (wB97M-V/def2-TZVPD) of 9 unconnected molecules or ions with the total composition H18N2O10.

Calculated values
HOMO energy = -0.2984 hartree
E_LUMO = -0.560 eV
Relative energy (zero: lowest compared OMol25 entry of this formula, charge and spin) = 164.2 kJ/mol
HOMO-LUMO gap = 7.5594 eV
Spin multiplicity = 1

The geometry in XYZ format:
```
30
Properties=species:S:1:pos:R:3:forces:R:3
N 0.8661 0.0658 0.2489 -3.1 1.3 2.1
H 0.5006 -0.9221 0.1895 -0.4 1.3 0.5
H 0.9458 0.4330 -0.6714 0.4 0.3 -1.0
H 1.7327 0.0518 0.7163 1.8 -0.3 0.5
H 0.2576 0.8195 0.8567 1.1 -2.9 -1.8
N -2.1556 -1.2492 1.7156 -2.0 -1.5 6.2
O -1.1015 -0.9537 2.4383 -0.8 1.0 -1.8
O -3.2923 -1.2925 2.3622 2.2 1.2 -1.7
O -2.0723 -1.7480 0.6404 0.8 0.1 -2.8
O -0.9505 -1.0621 -1.7136 0.9 -0.1 -1.6
H -1.3924 -0.3040 -1.2311 0.1 -0.8 -1.6
H -0.8709 -1.0532 -2.7322 -0.8 0.9 2.7
O 3.2766 -1.7330 1.4001 -2.9 -0.8 0.8
H 4.1336 -1.5343 1.6351 3.5 1.1 0.0
H 3.0273 -2.0422 2.2968 -0.8 -0.1 -0.8
O 0.5686 -3.5216 -2.0390 -6.8 -0.5 12.7
H 0.1972 -2.6403 -1.7892 0.1 -1.1 -0.1
H 0.9390 -3.4238 -2.7471 6.6 1.5 -12.6
O -1.7794 2.1040 2.1514 3.5 0.9 1.7
H -1.6178 1.2024 2.4164 0.3 -1.1 0.6
H -2.5396 2.0544 1.6777 -3.8 -0.2 -2.0
O 3.6116 0.6885 -1.3466 -0.4 1.4 -3.1
H 3.5767 1.1312 -2.3042 0.2 -1.5 3.2
H 3.9070 -0.2134 -1.5229 0.0 0.0 0.0
O -0.4692 3.6396 0.1169 -2.5 0.2 -1.8
H -1.3419 3.7181 -0.3823 2.0 1.0 -0.3
H -0.9870 3.1350 0.7391 0.8 -1.0 2.2
O -2.1127 1.3140 -0.8946 0.9 0.1 0.1
H -3.0603 1.2965 -0.7652 -0.3 0.3 -0.4
H -1.7972 2.0398 -1.4616 -0.7 -0.4 0.3
```
Positions in Å, forces in eV/Å.

No. 6
The following is a DFT calculation (wB97M-V/def2-TZVPD) of 2 unconnected molecules or ions with the total composition C4H10O3.

Calculated values
HOMO energy = -0.3768 hartree
Structure (SMILES) = CCCC(=O)O.O
E_LUMO = 0.656 eV
Relative energy (zero: lowest compared OMol25 entry of this formula, charge and spin) = 170.3 kJ/mol
HOMO-LUMO gap = 10.9090 eV
Spin multiplicity = 1

The geometry in XYZ format:
```
17
Properties=species:S:1:pos:R:3:forces:R:3
C 0.0657 1.7585 -1.3419 -2.3 4.4 -0.6
C 0.2598 0.3841 -1.6298 -0.3 -4.6 1.7
C 1.1244 -0.4302 -0.4924 -3.6 0.2 -0.9
C 1.1931 -1.8551 -0.9831 0.0 -4.5 3.0
O 0.6900 -2.8528 -0.3973 1.2 3.4 -2.2
O 2.0892 -2.0144 -1.9999 0.0 1.2 -0.3
H -0.4878 1.9749 -0.3923 -0.2 -0.7 -0.8
H -0.5580 2.2827 -2.2446 1.6 -0.9 2.2
H 0.9539 2.3061 -1.1052 0.9 0.5 -0.6
H 0.8101 0.0708 -2.4920 0.3 0.7 -1.0
H -0.7590 -0.0714 -1.7548 0.9 -0.1 0.3
H 2.0636 -0.0405 -0.5312 2.9 1.1 -0.5
H 0.8323 -0.2616 0.5782 -0.5 -0.8 -1.2
H 2.3943 -2.8916 -2.3045 -1.1 0.2 0.9
O -3.6756 0.8549 5.7381 -1.0 -1.0 0.3
H -4.2585 0.0238 5.9107 2.6 1.9 -0.8
H -2.7373 0.7617 5.4418 -1.6 -1.0 0.5
```
Positions in Å, forces in eV/Å.